#1
The following is a DFT calculation (ωB97M-V/def2-TZVPD) of 2 unconnected molecules or ions with the total composition C5H12N5.

Each line ends with the Löwdin charge.
Cartesian coordinates (Å):
C1 0.020 2.307 -0.636  -0.0976
C2 0.116 0.722 1.268  -0.2941
C3 -0.022 2.213 0.910  -0.0238
C4 1.209 -1.056 2.478  0.0024
C5 -1.529 -0.637 -3.563  -0.0641
N1 -0.691 1.479 -1.307  0.0227
N2 -0.380 -0.070 0.378  0.1690
N3 0.797 0.369 2.320  0.0475
N4 -1.116 -1.184 -2.527  0.0445
N5 -1.253 0.561 -0.572  -0.0626
H1 0.538 3.087 -1.137  0.1048
H2 0.841 2.840 1.406  0.1628
H3 -1.036 2.593 1.085  0.1341
H4 1.553 -1.378 1.484  0.1008
H5 1.867 -1.196 3.354  0.1144
H6 0.223 -1.459 2.682  0.0924
H7 -2.151 0.156 -3.621  0.0388
H8 -0.446 -1.028 0.415  0.1311
H9 -1.354 -0.930 -4.537  0.0621
H10 1.385 1.038 2.791  0.1566
H11 -0.560 -1.946 -2.758  0.0388
H12 -1.857 -0.083 -1.128  0.1193

Results
Gap between HOMO and LUMO: 0.3558 Ha
Total charge: +1
LUMO energy: -2.718 eV

***

#2
The following is a DFT calculation (ωB97M-V/def2-TZVPD) of 3 unconnected molecules or ions with the total composition C5H12N5.

Each line ends with the Löwdin charge.
Cartesian coordinates (Å):
C1 2.703 0.337 1.098  -0.1353
C2 2.697 1.159 -0.217  -0.1259
C3 1.319 -0.321 1.095  -0.1727
C4 -3.875 -0.567 0.257  0.0702
C5 1.304 0.894 -0.760  -0.1333
N1 -2.694 3.342 -1.175  0.0914
N2 -2.660 2.272 -0.917  0.0370
N3 0.639 0.121 -0.106  -0.0206
N4 -1.639 -0.849 -0.487  0.0796
N5 -2.639 -0.241 0.142  -0.1734
H1 3.472 -0.333 0.978  0.0801
H2 2.928 1.059 1.873  0.1151
H3 2.948 2.204 -0.012  0.1104
H4 3.436 0.817 -1.068  0.1566
H5 1.218 -1.433 1.280  0.1410
H6 0.690 0.073 1.918  0.1200
H7 -4.315 -1.479 -0.320  0.1440
H8 -4.458 0.096 0.966  0.1244
H9 1.041 1.230 -1.765  0.1355
H10 -2.081 -1.750 -0.890  0.1640
H11 -2.531 0.711 0.607  0.1508
H12 -0.612 -0.613 -0.165  0.0412

Results
Gap between HOMO and LUMO: 0.3740 Ha
Total charge: +1
LUMO energy: -3.607 eV

***

Which of them is the most stable, and which is the least stable? #2 and #1, in that order.